(1)
Here is a molecular structure, C10H22AlCl3MgNO10PSi in a non-equilibrium geometry from the OMol25 dataset. Energies are from ωB97M-V with the def2-TZVPD basis set.

The geometry in XYZ format:
```
50
Properties=species:S:1:pos:R:3:forces:R:3:mulliken_charge:R:1
Cl -6.205 4.687 -0.253 -0.0271 -0.0910 -0.3336 -0.0436
H -2.735 0.345 -0.630 0.5544 -0.4373 0.3497 0.2109
C -7.363 -0.077 -0.150 0.0160 -0.0017 0.0819 -1.2472
H -2.546 -1.317 -2.937 -0.0025 -0.2839 0.1069 -0.0773
C -6.223 5.244 -1.920 0.2009 0.9767 0.7471 -0.1053
H 6.682 1.686 3.866 -0.2004 0.0374 -0.0143 0.2681
O 6.950 -4.445 4.008 -0.0337 0.0786 0.0156 -0.2655
C 0.105 -1.994 -2.159 6.5916 -3.1244 0.0120 0.7157
H -0.862 0.343 -3.300 0.0544 0.0521 0.0577 -0.0660
Cl -4.874 6.330 -2.236 -0.1689 -0.2215 -0.0770 -0.0650
O 5.323 1.283 2.380 -2.1610 -1.4623 2.0185 -0.3534
H -1.333 -0.593 0.175 -0.4101 0.6378 -0.3190 0.4240
H -6.882 -0.729 0.580 -0.0046 0.0981 0.0191 0.3178
Cl -6.169 3.843 -3.038 0.0027 -0.4795 -0.1753 -0.0239
O -0.255 -3.133 -1.927 -2.7282 0.6307 0.1988 -0.3656
C 6.891 -5.379 3.178 0.1111 -0.2171 0.0161 0.8781
O 7.545 -6.409 3.230 -0.0317 0.0563 -0.0035 -0.3341
C 2.949 -1.355 -0.080 -0.0837 0.2216 -0.5944 -0.5074
C 5.531 -2.107 2.078 -0.1056 -0.1417 -0.1499 -0.8715
H 4.857 -2.095 2.938 0.0916 -0.1535 -0.0238 0.4272
H -5.851 1.457 -0.062 0.1398 -0.0504 -0.0958 0.2092
C 6.336 0.831 3.288 0.4394 0.0970 0.1810 -0.5656
O 3.105 -1.016 1.287 -0.3495 0.3361 3.8915 -0.4753
O 1.331 -1.645 -2.287 -3.7019 1.9011 -0.4607 -0.4333
H 2.434 -2.320 -0.127 0.1320 0.0631 0.3442 0.2958
C -6.341 0.828 -0.808 -0.3967 -0.3926 -0.0412 0.2444
H -5.772 -0.496 -2.122 0.0626 -0.1014 0.1302 0.2676
H -7.841 -0.723 -0.890 -0.0699 0.1018 -0.0051 0.3625
O -5.333 0.049 -1.460 0.5235 0.3544 -0.1433 -0.4443
Si -1.334 -0.714 -2.380 -0.7754 0.9881 0.0999 0.3699
N 0.519 1.307 -0.431 -1.0003 0.8876 -0.1924 -0.2923
H -6.816 1.477 -1.550 -0.0697 0.1026 0.1426 0.0112
O 3.948 1.076 0.519 -0.6833 0.1144 1.0391 -0.6370
H 6.549 -2.270 2.425 0.0024 0.1155 -0.0671 0.3109
H 3.912 -1.446 -0.582 -0.0044 0.0948 0.0007 0.3574
P 4.258 0.174 1.685 2.9095 0.8405 -7.8029 1.1839
C -1.641 0.093 -0.643 0.4382 1.3527 -0.8966 -0.7049
O 5.477 -0.868 1.349 -0.2450 0.0690 1.2458 -0.3483
H -7.149 5.783 -2.096 0.0182 -0.1699 -0.1029 0.3797
H 5.236 -2.923 1.419 0.0135 0.0350 0.0573 0.3469
Al -2.500 2.714 -1.542 -2.9566 0.7413 -1.5690 0.4028
C -0.727 1.368 -0.615 1.1770 -1.8892 0.8350 0.0147
O 6.061 -5.096 2.285 -0.0300 -0.0441 0.0009 -0.2777
H 5.950 0.074 3.967 0.1529 0.0191 0.0659 0.3105
H -8.134 0.507 0.355 -0.0123 -0.0546 -0.0288 0.3491
H 2.329 -0.612 -0.582 0.3785 -0.0033 0.1443 0.1397
Mg -6.356 3.142 -5.686 -0.0182 0.0106 -0.1773 0.6940
H -1.134 2.429 -0.787 1.8870 -1.0040 1.3828 0.5279
H 0.916 2.258 -0.454 0.5193 -0.6011 0.1166 0.2561
H 7.182 0.436 2.724 -0.1460 -0.0896 -0.0273 0.2286
```
Forces are in eV/Å.

Computed properties:
- frontier orbital gap (hartree) = 0.0591
- HOMO energy (eV) = -12.71
- charge = +2
- F_max (eV/Å) = 8.4

(2)
Here is a molecular structure, C10H22BrN2O4PSiTm in a non-equilibrium geometry from the OMol25 dataset. Energies are from ωB97M-V with the def2-TZVPD basis set.

The geometry in XYZ format:
```
42
Properties=species:S:1:pos:R:3:forces:R:3:mulliken_charge:R:1
H 4.542 -1.844 -0.098 0.1845 -0.2502 -0.2657 0.2998
N 3.827 -1.179 -0.379 -0.2755 -0.2198 -0.3846 -0.4523
H -3.874 0.684 1.409 -0.1230 0.2860 0.1910 0.3404
O -0.770 1.490 1.880 0.0855 0.1008 -0.5833 -0.6028
H 2.950 1.584 -0.194 0.1087 0.1504 -0.1917 0.7048
H 1.137 -2.167 -0.261 0.4779 -0.1662 -0.0427 0.5086
H -0.613 -2.051 -1.921 0.2112 -0.0763 -0.3617 0.3821
C -3.898 0.004 0.547 0.1374 -1.0454 -0.6812 -0.4570
C -2.251 -1.356 -0.787 0.4145 -0.0464 0.1510 -0.9815
H 4.371 -1.379 2.301 0.1840 -0.3497 0.2459 0.4465
C 1.161 0.325 -2.365 -0.3275 0.8775 0.1726 -0.3406
H 0.376 -0.258 -2.823 -0.2175 -0.2353 -0.2938 0.4061
H 0.137 -1.625 1.019 -0.1169 0.0493 0.4252 0.8203
O 0.800 2.945 0.575 1.4000 0.9492 1.4397 -0.5933
H -5.980 0.159 0.696 -0.2251 0.1072 -0.9603 0.3453
H -1.019 -3.043 -0.573 0.1284 -0.5018 0.0369 0.5309
C 2.571 0.706 0.332 -0.2889 -0.1116 0.4618 0.4900
C 4.303 -0.388 1.891 -0.5117 0.7672 -0.6255 -1.2153
O 0.078 2.128 -3.521 1.8782 -0.4406 1.3612 -0.4437
O -1.462 2.391 -0.437 -0.0822 0.0377 0.3792 -0.3992
Tm 2.518 2.550 2.476 -0.4711 1.7511 -0.4066 1.7537
C -2.835 -1.095 0.607 -0.4864 0.0752 -0.6803 -0.6416
C 0.316 -1.497 -0.042 -0.2692 0.5462 -0.3619 -0.5115
H 5.277 0.047 1.726 0.5843 -0.0642 0.1669 0.3783
H 3.806 0.255 2.646 -0.0786 -0.1820 0.1313 0.1235
H -3.789 0.613 -0.347 0.0746 0.5948 -0.1128 0.3735
H 2.130 -0.072 -2.637 0.3498 -0.2602 0.1224 0.5799
H -5.413 -1.340 1.095 0.0311 -0.5828 -0.6720 0.3343
Br 2.555 2.873 -2.494 -0.0801 0.0624 -0.1467 -0.0868
H -3.350 -1.998 0.899 0.0786 -0.4388 0.4757 0.6410
C -0.869 -2.018 -0.875 -0.5067 -0.0101 0.5547 -1.4427
H -2.294 -0.471 -1.410 0.1150 0.5097 -0.0705 0.5636
Si 0.945 0.205 -0.508 0.3629 -1.3329 -0.9677 -0.5876
H -0.351 0.666 2.144 -0.3144 -0.5636 0.2729 0.4164
H -2.100 -0.893 1.366 0.3003 0.2716 0.2850 0.2882
C 1.029 1.729 -2.899 -1.8818 0.2880 -1.3347 0.1491
N -5.228 -0.514 0.517 -0.1314 0.7277 2.3475 -0.1163
H -2.926 -2.056 -1.254 -0.2716 -0.1512 -0.4467 0.4677
H -1.374 3.351 -0.550 -0.4282 0.3288 -0.3781 0.3595
H 2.216 1.026 1.318 -0.2924 -1.0775 -0.3692 -1.3308
P -0.234 1.890 0.388 -0.0129 -0.3523 0.2275 1.0678
C 3.584 -0.373 0.544 0.2862 -0.0220 0.8894 0.4319
```
Forces are in eV/Å.

Computed properties:
- multiplicity = 3
- frontier orbital gap (alpha / beta) (hartree) = 0.2523 / 0.1933
- HOMO energy (alpha / beta) (eV) = -17.97 / -17.97
- charge = +3
- F_max (eV/Å) = 2.5

Number 1 is which compound?
C10H22AlCl3MgNO10PSi

Among the records above, which one has the highest F_max?
C10H22AlCl3MgNO10PSi